(1)
# C27H40AlBBrCl5F13N2O15S

A molecular structure, C27H40AlBBrCl5F13N2O15S (the ωB97M-V functional and the def2-TZVPD basis, the OMol25 dataset).

Largest force on an atom ... 3.18 eV/A
Multiplicity ... 1
Calculated total energy ... -248422.9643 eV
Net charge ... -1
Kohn-Sham gap ... 0.0441 hartree
LUMO energy ... -4.852 eV

Cartesian coordinates (Å):
1 C 3.60 2.09 0.12
2 O 3.41 2.60 -1.19
3 C 2.08 2.86 -1.56
4 C 2.21 3.55 -2.93
5 C 1.26 1.57 -1.84
6 N 0.59 0.96 -0.68
7 S -0.73 0.10 -1.15
8 O -0.61 -1.21 -0.58
9 O -0.93 0.03 -2.57
10 C -2.27 0.80 -0.32
11 F -2.86 -0.19 0.35
12 F -1.86 1.73 0.56
13 C -3.29 1.40 -1.31
14 F -2.68 2.29 -2.13
15 F -3.76 0.42 -2.09
16 C -4.51 2.11 -0.63
17 F -4.61 1.84 0.68
18 F -5.63 1.67 -1.23
19 C -4.53 3.65 -0.78
20 F -5.57 4.08 -0.02
21 F -3.44 4.22 -0.30
22 F -4.79 4.04 -2.02
23 C 1.35 3.85 -0.63
24 C -0.14 4.09 -0.91
25 C -0.45 5.14 -1.99
26 O -0.71 4.57 0.33
27 H 3.34 2.81 0.90
28 H 3.09 1.15 0.30
29 H 4.66 1.90 0.23
30 H 1.26 3.63 -3.44
31 H 2.76 4.48 -2.86
32 H 2.82 2.87 -3.54
33 H 1.90 0.85 -2.33
34 H 0.52 1.88 -2.58
35 H 1.23 0.23 -0.34
36 H 1.84 4.82 -0.78
37 H 1.43 3.63 0.42
38 H -0.70 3.19 -1.14
39 H -0.75 4.63 -2.91
40 H -1.28 5.79 -1.72
41 H 0.44 5.71 -2.26
42 H -0.28 5.41 0.49
43 O 3.42 -0.73 -1.70
44 C 3.63 -1.24 -2.77
45 O 3.23 -2.47 -3.02
46 C 3.28 -3.16 -4.27
47 C 4.63 -3.83 -4.47
48 C 4.53 -0.49 -3.81
49 H 3.02 -2.50 -5.10
50 H 2.51 -3.92 -4.22
51 H 5.44 -3.10 -4.51
52 H 4.63 -4.40 -5.39
53 H 4.83 -4.49 -3.63
54 H 5.57 -0.71 -3.53
55 H 4.36 0.59 -3.73
56 H 4.38 -0.76 -4.85
57 C -7.32 3.21 2.92
58 Cl -7.86 4.86 3.34
59 Cl -7.00 2.23 4.34
60 H -8.15 2.74 2.34
61 H -6.42 3.27 2.31
62 C -0.41 3.54 -6.61
63 Cl -1.07 4.93 -7.48
64 Cl 1.35 3.63 -6.54
65 Cl -1.11 3.44 -4.99
66 H -0.68 2.65 -7.16
67 C -0.98 -4.94 0.05
68 C -0.38 -3.93 0.67
69 C 0.74 -4.16 1.62
70 O 1.28 -3.23 2.18
71 C 1.16 -5.56 1.85
72 C 0.57 -6.57 1.23
73 C -0.55 -6.34 0.28
74 O -1.10 -7.27 -0.27
75 H -1.79 -4.79 -0.64
76 H -0.67 -2.91 0.51
77 H 1.98 -5.70 2.55
78 H 0.86 -7.60 1.39
79 Al -9.70 3.86 1.85
80 N -3.15 -3.48 2.42
81 O -2.13 -2.88 2.76
82 O -3.90 -3.96 3.27
83 O -3.42 -3.61 1.22
84 Br 2.15 -0.10 -4.40
85 C 0.45 -2.67 5.23
86 C 1.77 -1.92 5.18
87 O 1.84 -0.92 6.22
88 C 2.06 -1.36 7.44
89 O 2.21 -2.51 7.78
90 O 2.06 -0.31 8.27
91 C 2.19 -0.66 9.65
92 H -0.38 -1.97 5.19
93 H 0.38 -3.36 4.40
94 H 0.36 -3.23 6.16
95 H 1.85 -1.39 4.23
96 H 2.62 -2.59 5.24
97 H 3.07 -1.27 9.82
98 H 1.29 -1.17 9.99
99 H 2.30 0.27 10.20
100 B 2.81 -6.07 -1.56
101 F 1.50 -5.74 -1.16
102 F 3.14 -7.36 -1.12
103 F 2.90 -6.03 -2.98
104 F 3.72 -5.14 -1.03
105 O -10.54 6.93 2.09
106 H -10.75 7.09 1.16

Atomic partial charges in e from the Mulliken method, atoms 1 to 6: number 1, C, carries -0.6182; number 2, O, carries -0.5393; number 3, C, carries 2.0161; number 4, C, carries -1.8502; number 5, C, carries 0.1879; number 6, N, carries -0.2537

---

(2)
# C27H40BLaN7

A molecular structure, C27H40BLaN7 (the ωB97M-V functional and the def2-TZVPD basis, the OMol25 dataset).

Largest force on an atom ... 0.98 eV/A
Multiplicity ... 1
Calculated total energy ... -40614.7743 eV
Net charge ... +1
Kohn-Sham gap ... 0.2614 hartree
LUMO energy ... -2.585 eV
Relative energy (zero: lowest compared OMol25 entry of this formula, charge and spin) ... 7.4 kcal/mol

Cartesian coordinates (Å):
1 La 0.33 -0.01 -0.51
2 C 3.67 -1.33 -2.11
3 C 3.07 -2.20 -1.04
4 C 3.55 -3.41 -0.55
5 C 2.64 -3.80 0.42
6 C 2.66 -5.04 1.26
7 N 1.68 -2.86 0.50
8 N 1.94 -1.87 -0.41
9 B 0.39 -2.91 1.36
10 N 0.29 -1.67 2.30
11 N 0.04 -0.41 1.82
12 C -0.13 0.40 2.88
13 C -0.44 1.86 2.72
14 C 0.02 -0.34 4.04
15 C 0.28 -1.64 3.64
16 C 0.51 -2.85 4.48
17 N -0.85 -2.98 0.43
18 N -1.08 -2.09 -0.59
19 C -2.16 -2.50 -1.24
20 C -2.69 -1.77 -2.44
21 C -2.66 -3.66 -0.65
22 C -1.80 -3.93 0.40
23 C -1.85 -5.07 1.38
24 H 4.49 -1.84 -2.59
25 H 2.94 -1.09 -2.88
26 H 4.05 -0.40 -1.69
27 H 4.44 -3.94 -0.86
28 H 3.56 -5.61 1.04
29 H 2.66 -4.80 2.32
30 H 1.80 -5.67 1.06
31 H 0.42 -3.89 2.04
32 H -0.53 2.15 1.67
33 H -1.37 2.10 3.22
34 H 0.35 2.46 3.17
35 H -0.06 0.02 5.06
36 H 0.54 -2.56 5.53
37 H -0.28 -3.59 4.36
38 H 1.46 -3.33 4.23
39 H -2.02 -0.97 -2.75
40 H -2.79 -2.45 -3.28
41 H -3.66 -1.34 -2.23
42 H -3.53 -4.24 -0.94
43 H -2.75 -5.66 1.19
44 H -0.99 -5.72 1.28
45 H -1.89 -4.71 2.41
46 C -2.50 6.29 -1.64
47 C -2.27 4.80 -1.53
48 C -3.33 3.91 -1.70
49 C -3.11 2.55 -1.59
50 C -4.24 1.57 -1.77
51 C -1.82 2.11 -1.32
52 C -0.71 2.97 -1.14
53 C -0.99 4.33 -1.25
54 N 0.49 2.33 -0.84
55 C 1.85 2.91 -0.90
56 C 2.63 2.31 0.28
57 C 2.50 2.44 -2.21
58 C 2.02 4.42 -0.82
59 H -3.54 6.51 -1.87
60 H -1.87 6.72 -2.41
61 H -2.25 6.79 -0.70
62 H -4.33 4.29 -1.92
63 H -5.21 2.06 -1.67
64 H -4.20 0.76 -1.04
65 H -4.21 1.12 -2.77
66 H -1.70 1.04 -1.25
67 H -0.22 5.08 -1.10
68 H 2.60 1.22 0.31
69 H 2.23 2.68 1.23
70 H 3.69 2.58 0.23
71 H 2.52 1.34 -2.28
72 H 3.53 2.79 -2.31
73 H 1.93 2.81 -3.06
74 H 1.53 4.84 0.06
75 H 1.65 4.93 -1.71
76 H 3.09 4.64 -0.74

Atomic partial charges in e from the Mulliken method, atoms 1 to 6: number 1, La, carries 1.3094; number 2, C, carries -1.4401; number 3, C, carries 0.5457; number 4, C, carries -1.3231; number 5, C, carries 1.1153; number 6, C, carries -1.2740

---

(3)
# C27H40BrClN3O12S4

4 unconnected molecules or ions with the total composition C27H40BrClN3O12S4 (the ωB97M-V functional and the def2-TZVPD basis, the OMol25 dataset).

Largest force on an atom ... 9.57 eV/A
Multiplicity ... 1
Calculated total energy ... -183574.5768 eV
Net charge ... +1
Kohn-Sham gap ... 0.2825 hartree
LUMO energy ... -4.116 eV

Cartesian coordinates (Å):
1 C -0.72 1.21 6.71
2 C 0.74 1.85 7.21
3 S 2.04 0.50 7.18
4 C 3.29 1.03 5.85
5 C 3.23 0.08 4.49
6 C 1.73 0.26 3.82
7 C 1.45 -0.78 2.56
8 C 1.73 -0.11 1.09
9 C 0.61 -0.45 -0.06
10 S 0.35 -2.28 -0.39
11 O 0.07 -3.15 0.86
12 O -0.95 -2.38 -1.28
13 Cl 1.88 -3.14 -1.59
14 C 3.64 -1.42 5.09
15 C 5.05 -1.73 4.31
16 N 5.52 -3.15 4.11
17 C 4.80 -4.03 4.91
18 S 3.71 -5.33 5.28
19 C 4.90 -0.73 2.98
20 N 6.29 -0.81 2.38
21 C 6.16 -1.61 1.26
22 S 5.83 -2.43 -0.23
23 N 4.44 0.54 3.65
24 C 4.33 1.83 2.86
25 C 5.81 2.40 2.33
26 O 6.75 2.73 3.24
27 Br 6.04 2.60 0.34
28 H -0.63 0.04 6.51
29 H -1.46 1.41 7.61
30 H -1.09 1.73 5.72
31 H 0.68 2.29 8.30
32 H 1.01 2.70 6.44
33 H 4.36 1.03 6.35
34 H 3.04 2.15 5.57
35 H 0.84 0.06 4.59
36 H 1.55 1.38 3.44
37 H 0.32 -1.11 2.62
38 H 2.11 -1.73 2.77
39 H 1.68 1.07 1.25
40 H 2.84 -0.30 0.70
41 H -0.40 0.15 0.17
42 H 1.02 0.02 -1.07
43 H 3.99 -1.42 6.23
44 H 2.72 -2.16 4.90
45 H 5.92 -1.24 4.95
46 H 4.23 -1.23 2.16
47 H 5.22 0.74 4.31
48 H 3.64 1.77 1.92
49 H 3.93 2.67 3.59
50 C -2.04 -2.78 -3.76
51 C -1.99 -2.60 -5.26
52 C -0.68 -2.99 -5.86
53 O -0.59 -2.16 -7.00
54 C -1.34 -1.04 -6.72
55 O -1.32 -0.02 -7.38
56 O -2.09 -1.23 -5.60
57 H -3.05 -2.57 -3.38
58 H -1.78 -3.81 -3.47
59 H -1.37 -2.09 -3.25
60 H -2.82 -3.13 -5.74
61 H -0.65 -4.05 -6.16
62 H 0.18 -2.78 -5.21
63 C -2.46 3.04 -7.72
64 C -3.31 4.09 -7.04
65 C -3.71 3.72 -5.64
66 O -4.94 4.39 -5.48
67 C -5.48 4.53 -6.73
68 O -6.63 4.87 -6.96
69 O -4.56 4.23 -7.70
70 H -2.12 3.40 -8.70
71 H -1.57 2.79 -7.13
72 H -3.03 2.13 -7.91
73 H -2.80 5.07 -7.07
74 H -2.98 4.06 -4.90
75 H -3.88 2.65 -5.51
76 C -5.77 -0.71 -2.39
77 C -5.24 -1.19 -1.05
78 C -5.79 -0.42 0.12
79 O -4.75 -0.50 1.07
80 C -3.59 -0.66 0.36
81 O -2.47 -0.56 0.84
82 O -3.85 -0.94 -0.95
83 H -5.41 -1.36 -3.19
84 H -6.87 -0.72 -2.41
85 H -5.42 0.30 -2.62
86 H -5.41 -2.26 -0.93
87 H -6.71 -0.86 0.51
88 H -5.97 0.64 -0.11

Atomic partial charges in e from the Mulliken method, atoms 1 to 6: number 1, C, carries -0.8800; number 2, C, carries -0.2962; number 3, S, carries -0.0859; number 4, C, carries -0.9381; number 5, C, carries 0.2582; number 6, C, carries -0.3028

---

(4)
# C27H40Cl4GeNO5PdSSi3

A molecular structure, C27H40Cl4GeNO5PdSSi3 (the ωB97M-V functional and the def2-TZVPD basis, the OMol25 dataset).

Largest force on an atom ... 0.69 eV/A
Multiplicity ... 2
Calculated total energy ... -184933.2523 eV
Kohn-Sham gap (spin up / spin down) ... 0.2552 / 0.2535 hartree
LUMO energy (spin up / spin down) ... -1.178 / -1.223 eV
<S²> ... 0.762
Relative energy (zero: lowest compared OMol25 entry of this formula, charge and spin) ... 11.5 kcal/mol

Cartesian coordinates (Å):
1 Pd -0.58 -0.33 0.54
2 C 5.09 -3.58 -1.59
3 C 4.05 -3.97 -0.59
4 C 3.63 -5.29 -0.46
5 C 2.65 -5.63 0.46
6 Cl 2.14 -7.29 0.59
7 C 2.08 -4.67 1.28
8 C 2.49 -3.35 1.16
9 C 3.47 -3.01 0.24
10 O 3.93 -1.73 0.05
11 C 3.37 -0.72 0.84
12 C 1.92 -0.43 0.50
13 O 1.27 0.25 1.35
14 O 1.38 -0.83 -0.55
15 H 5.37 -4.42 -2.22
16 H 5.99 -3.20 -1.09
17 H 4.73 -2.77 -2.23
18 H 4.06 -6.05 -1.09
19 H 1.32 -4.93 1.99
20 H 2.01 -2.62 1.79
21 H 3.95 0.18 0.64
22 H 3.44 -0.94 1.91
23 Cl -0.89 -3.61 4.59
24 C -0.90 -1.85 4.44
25 Cl -2.27 -1.19 5.32
26 Cl 0.61 -1.19 5.11
27 C -0.91 -1.44 2.94
28 O -0.21 -2.10 2.17
29 O -1.60 -0.43 2.63
30 C 2.53 3.15 1.13
31 Si 1.90 2.80 -0.61
32 C 1.78 4.49 -1.45
33 C 3.15 1.80 -1.60
34 Ge -0.34 1.85 -0.59
35 Si -1.02 2.07 -2.91
36 C -2.56 1.22 -3.60
37 C 0.43 1.56 -3.98
38 C -1.40 3.91 -3.11
39 Si -1.64 2.99 1.10
40 C -0.82 2.79 2.77
41 C -3.39 2.32 1.15
42 C -1.66 4.82 0.64
43 H 3.60 3.38 1.07
44 H 2.39 2.32 1.81
45 H 2.03 4.02 1.54
46 H 2.74 4.98 -1.31
47 H 1.02 5.13 -1.01
48 H 1.60 4.41 -2.52
49 H 4.16 2.00 -1.24
50 H 3.12 2.11 -2.65
51 H 2.99 0.73 -1.59
52 H -2.45 0.14 -3.71
53 H -2.70 1.64 -4.60
54 H -3.47 1.43 -3.04
55 H 0.81 0.58 -3.69
56 H 1.25 2.27 -3.90
57 H 0.13 1.51 -5.03
58 H -2.38 4.13 -2.70
59 H -1.42 4.14 -4.18
60 H -0.68 4.58 -2.64
61 H -0.78 1.75 3.08
62 H -1.40 3.35 3.51
63 H 0.19 3.19 2.77
64 H -3.39 1.29 1.51
65 H -3.87 2.36 0.17
66 H -4.00 2.91 1.84
67 H -0.67 5.25 0.75
68 H -2.33 5.35 1.33
69 H -2.01 5.00 -0.37
70 S -4.85 -0.81 -0.92
71 C -3.19 -0.39 -0.92
72 N -2.38 -1.21 -0.32
73 C -3.09 -2.28 0.22
74 C -2.53 -3.39 0.87
75 C -3.38 -4.37 1.33
76 C -4.76 -4.28 1.14
77 C -5.32 -3.22 0.46
78 C -4.46 -2.22 0.00
79 H -2.85 0.51 -1.39
80 H -1.46 -3.45 1.02
81 H -2.96 -5.23 1.85
82 H -5.40 -5.07 1.52
83 H -6.39 -3.16 0.29

Atomic partial charges in e from the Mulliken method, atoms 1 to 6: number 1, Pd, carries 0.5078; number 2, C, carries -1.3353; number 3, C, carries 0.6790; number 4, C, carries -0.7269; number 5, C, carries 0.1277; number 6, Cl, carries -0.2605

---

(5)
# C27H41BF3N3O3Si

4 unconnected molecules or ions with the total composition C27H41BF3N3O3Si (the ωB97M-V functional and the def2-TZVPD basis, the OMol25 dataset).

Largest force on an atom ... 2.52 eV/A
Multiplicity ... 1
Calculated total energy ... -55980.5202 eV
Kohn-Sham gap ... 0.3230 hartree
SMILES ... CCCN[Si](COO)(NCCC)B(O)N(C)C.Fc1ccccc1.Fc1ccccc1.Fc1ccccc1
LUMO energy ... 0.480 eV

Cartesian coordinates (Å):
1 C -3.34 -1.84 -6.12
2 C -3.50 -0.74 -4.99
3 C -2.20 -0.63 -4.06
4 N -1.29 0.47 -4.45
5 Si -0.73 1.30 -2.94
6 C 0.69 2.46 -3.48
7 O 1.65 1.87 -4.37
8 O 1.75 0.49 -4.16
9 N -0.27 0.00 -1.83
10 C 0.68 0.41 -0.78
11 C 0.03 0.72 0.62
12 C -0.67 -0.55 1.29
13 B -2.25 2.39 -2.34
14 O -3.09 2.95 -3.40
15 N -2.63 2.68 -0.92
16 C -3.99 2.08 -0.76
17 C -2.68 4.18 -0.83
18 H -4.36 -2.00 -6.59
19 H -2.65 -1.45 -6.90
20 H -3.03 -2.84 -5.71
21 H -4.36 -1.08 -4.34
22 H -3.74 0.26 -5.44
23 H -1.70 -1.65 -4.10
24 H -2.60 -0.54 -3.00
25 H -1.79 1.13 -5.05
26 H 1.20 2.89 -2.56
27 H 0.26 3.35 -4.03
28 H 2.20 0.17 -4.96
29 H 0.01 -0.86 -2.30
30 H 1.34 1.28 -1.04
31 H 1.38 -0.47 -0.61
32 H -0.62 1.63 0.64
33 H 0.90 0.96 1.32
34 H -1.56 -0.16 1.85
35 H 0.00 -1.04 2.07
36 H -0.95 -1.33 0.53
37 H -3.76 2.30 -3.66
38 H -4.79 2.70 -1.25
39 H -4.16 1.88 0.33
40 H -3.99 1.09 -1.31
41 H -2.02 4.46 0.05
42 H -3.72 4.57 -0.72
43 H -2.23 4.69 -1.72
44 F 0.51 3.57 2.27
45 C 0.39 3.16 3.54
46 C -0.66 3.63 4.31
47 C -0.79 3.21 5.62
48 C 0.14 2.32 6.16
49 C 1.19 1.86 5.38
50 C 1.32 2.27 4.06
51 H -1.37 4.33 3.88
52 H -1.61 3.57 6.23
53 H 0.04 1.99 7.19
54 H 1.92 1.17 5.80
55 H 2.13 1.92 3.43
56 F 4.29 -0.19 3.26
57 C 4.76 -0.56 2.05
58 C 4.06 -0.20 0.91
59 C 4.56 -0.58 -0.33
60 C 5.73 -1.32 -0.42
61 C 6.42 -1.67 0.74
62 C 5.94 -1.29 1.98
63 H 3.15 0.36 1.00
64 H 4.02 -0.30 -1.23
65 H 6.11 -1.62 -1.39
66 H 7.33 -2.25 0.67
67 H 6.46 -1.55 2.89
68 F -0.22 -2.43 3.61
69 C -0.09 -3.71 3.22
70 C 1.09 -4.12 2.63
71 C 1.23 -5.45 2.24
72 C 0.18 -6.34 2.43
73 C -1.00 -5.92 3.02
74 C -1.14 -4.59 3.42
75 H 1.90 -3.41 2.49
76 H 2.15 -5.78 1.78
77 H 0.29 -7.38 2.11
78 H -1.82 -6.61 3.16
79 H -2.05 -4.25 3.89

Atomic partial charges in e from the Mulliken method, atoms 1 to 6: number 1, C, carries -1.1862; number 2, C, carries -0.4948; number 3, C, carries -0.1371; number 4, N, carries -0.3819; number 5, Si, carries -0.1217; number 6, C, carries -0.5378

---

largest force on an atom of number 5 (C27H41BF3N3O3Si)? 2.52 eV/A